Computed, not measured: a molecular structure, C12H15N7O2PPd, with ωB97M-V/def2-TZVPD.

Last column: Löwdin charge in e.
Geometry (Å):
1 Pd 8.12 7.14 4.93  0.4029
2 C 8.13 11.97 7.54  -0.0497
3 N 8.15 11.39 6.21  -0.1394
4 C 8.14 12.11 5.06  -0.0992
5 C 8.12 11.20 4.04  -0.1426
6 N 8.14 9.93 4.55  0.0566
7 C 8.15 10.07 5.86  -0.5206
8 P 8.14 8.64 6.99  1.0654
9 C 9.83 7.91 6.43  -0.5287
10 N 10.62 8.40 5.47  0.0418
11 C 11.66 7.52 5.40  -0.1877
12 C 11.55 6.56 6.34  -0.1140
13 N 10.42 6.85 7.05  -0.1479
14 C 9.86 5.99 8.07  -0.0575
15 C 6.48 7.86 6.43  -0.5394
16 N 5.65 8.36 5.49  0.0400
17 C 4.60 7.48 5.46  -0.1850
18 C 4.74 6.52 6.42  -0.1190
19 N 5.89 6.81 7.07  -0.1549
20 C 6.46 5.96 8.10  -0.0526
21 H 8.16 13.05 7.45  0.0774
22 H 9.03 11.63 8.10  0.0888
23 H 7.25 11.64 8.09  0.0810
24 H 8.12 13.19 5.05  0.0985
25 H 8.13 11.37 2.98  0.0875
26 H 12.42 7.65 4.63  0.0858
27 H 12.14 5.66 6.54  0.1102
28 H 10.67 5.55 8.65  0.0876
29 H 9.27 5.19 7.61  0.0548
30 H 9.22 6.58 8.72  0.0529
31 H 3.78 7.63 4.76  0.0862
32 H 4.14 5.67 6.67  0.1043
33 H 5.66 5.54 8.71  0.0881
34 H 7.10 6.57 8.76  0.0566
35 H 7.06 5.18 7.62  0.0558
36 O 8.14 4.61 5.86  -0.2435
37 N 8.13 4.22 4.68  -0.2942
38 O 8.14 5.14 3.87  -0.2464

HOMO energy   -3.2 eV
Multiplicity   1
Charge   -1

=====

Computed, not measured: a molecular structure, C35H38IN8OSW, with ωB97M-V/def2-TZVPD.

Last column: Löwdin charge in e.
Geometry (Å):
1 W 0.73 0.48 1.29  1.6867
2 N -1.14 -1.88 4.10  0.2271
3 C -2.07 -2.31 3.18  -0.1559
4 C -3.00 -3.35 3.21  0.0236
5 C -3.74 -3.54 2.06  -0.0322
6 C -3.60 -2.72 0.94  -0.0357
7 C -2.67 -1.70 0.90  -0.0023
8 C -1.87 -1.52 2.03  -0.1920
9 N -0.82 -0.64 2.28  0.0062
10 C -0.40 -0.91 3.52  -0.2420
11 C 0.81 -0.34 4.06  -0.2925
12 C 1.26 -0.37 5.36  -0.2678
13 S 2.83 0.29 5.48  1.1949
14 C 2.81 0.59 3.80  -0.3787
15 N 1.71 0.23 3.17  -0.1345
16 H -1.02 -2.26 5.03  0.1910
17 H -3.12 -3.98 4.07  0.1288
18 H -4.45 -4.36 2.02  0.1259
19 H -4.24 -2.89 0.08  0.1222
20 H -2.56 -1.07 0.04  0.0860
21 H 0.73 -0.73 6.22  0.0996
22 H 3.67 1.02 3.30  0.1019
23 N -6.04 4.95 -5.99  0.2141
24 C -5.37 4.27 -5.36  -0.1637
25 C -4.52 3.48 -4.54  -0.1991
26 C -4.09 4.00 -3.32  0.0105
27 C -3.27 3.26 -2.50  0.0019
28 C -2.86 1.98 -2.87  -0.1648
29 C -3.31 1.45 -4.09  0.0129
30 C -4.13 2.20 -4.91  0.0195
31 N -1.99 1.23 -2.04  0.0325
32 C -1.53 -0.03 -2.28  0.0046
33 C -0.71 -0.37 -1.26  -0.1409
34 N -0.64 0.68 -0.37  -0.1044
35 C -1.43 1.63 -0.89  -0.0887
36 H -4.40 4.99 -3.02  0.1353
37 H -2.98 3.69 -1.55  0.1040
38 H -3.03 0.46 -4.40  0.1103
39 H -4.47 1.78 -5.85  0.1379
40 H -1.81 -0.61 -3.14  0.1339
41 H -0.16 -1.28 -1.08  0.0986
42 H -1.57 2.60 -0.45  0.1265
43 O 1.20 -1.74 1.04  -0.1396
44 C 1.69 -2.82 0.59  -0.4155
45 C 0.79 -3.97 0.24  -0.0726
46 C 0.68 -4.19 -1.28  -0.1641
47 C 1.89 -4.88 -1.91  -0.1859
48 C 3.22 -4.17 -1.71  -0.1619
49 C 3.63 -4.09 -0.23  -0.1349
50 N 2.99 -2.97 0.43  0.1180
51 H -0.20 -3.75 0.65  0.1171
52 H 1.17 -4.88 0.70  0.1377
53 H 0.51 -3.23 -1.78  0.1016
54 H -0.20 -4.82 -1.45  0.1259
55 H 1.70 -4.97 -2.98  0.1234
56 H 1.98 -5.89 -1.51  0.1260
57 H 3.18 -3.15 -2.12  0.1156
58 H 3.99 -4.71 -2.26  0.1257
59 H 4.70 -3.95 -0.13  0.1351
60 H 3.36 -5.02 0.28  0.1337
61 H 3.59 -2.19 0.67  0.1618
62 I 3.52 5.48 2.32  1.0119
63 C 1.66 4.50 2.32  -0.6648
64 C 0.46 5.16 2.60  -0.0464
65 C -0.72 4.43 2.57  0.0036
66 C -0.69 3.08 2.23  -0.0906
67 N 0.45 2.44 1.91  -0.1313
68 C 1.60 3.15 2.01  -0.2391
69 H 0.45 6.22 2.81  0.1273
70 H -1.66 4.89 2.83  0.1343
71 H -1.60 2.50 2.19  0.1271
72 H 2.53 2.61 1.79  0.0798
73 C 1.90 3.00 -1.11  -0.0737
74 C 2.06 1.54 -1.53  -0.4844
75 C 3.31 1.40 -2.41  -0.0526
76 C 2.17 0.58 -0.35  -0.2475
77 H 1.88 3.63 -1.99  0.0978
78 H 2.77 3.31 -0.53  0.0750
79 H 0.99 3.18 -0.54  0.0495
80 H 1.19 1.25 -2.14  0.1179
81 H 4.19 1.70 -1.85  0.0898
82 H 3.22 2.06 -3.27  0.0934
83 H 3.44 0.39 -2.77  0.0823
84 H 3.07 0.88 0.24  0.0879
85 H 2.40 -0.41 -0.78  0.0644

Expectation value of S²   2.02
HOMO energy (alpha / beta)   -15.6 / -15.6 eV
Multiplicity   3
Charge   +3

=====

Computed, not measured: a molecular structure, C32H31F12KN2O3S3, with ωB97M-V/def2-TZVPD.

Last column: Löwdin charge in e.
Geometry (Å):
1 K 0.26 -0.68 -0.39  0.7014
2 C -3.76 1.03 5.58  -0.0840
3 C -2.84 1.14 4.40  -0.3051
4 C -2.91 2.20 3.49  -0.0781
5 C -2.08 2.24 2.40  -0.0380
6 C -1.10 1.25 2.09  -0.2316
7 N -0.44 1.40 0.90  -0.0105
8 C 0.04 2.60 0.52  -0.2490
9 C 0.56 3.47 1.53  -0.0363
10 C 1.14 4.70 1.28  -0.0848
11 C 1.24 5.17 -0.02  -0.3115
12 C 1.88 6.50 -0.35  -0.0881
13 C 0.75 4.35 -1.03  -0.0246
14 C 0.17 3.10 -0.83  -0.0440
15 C -0.40 2.35 -2.07  -0.4174
16 O -0.37 1.02 -2.05  -0.2832
17 C 0.38 2.74 -3.40  -0.5293
18 F 0.06 1.92 -4.41  0.1184
19 F 1.71 2.64 -3.23  0.1313
20 F 0.16 3.99 -3.91  0.0883
21 C -1.88 2.82 -2.26  -0.5265
22 F -2.05 4.17 -2.32  0.1170
23 F -2.45 2.33 -3.39  0.1102
24 F -2.64 2.39 -1.24  0.1460
25 C -1.00 0.17 3.04  -0.0353
26 C -1.88 0.17 4.14  -0.0283
27 C 0.05 -0.99 3.03  -0.4313
28 O 0.71 -1.22 1.92  -0.2505
29 C -0.64 -2.37 3.43  -0.5161
30 F 0.13 -3.41 3.07  0.1103
31 F -1.81 -2.54 2.77  0.1264
32 F -0.91 -2.58 4.75  0.0874
33 C 1.10 -0.67 4.16  -0.5171
34 F 1.96 -1.71 4.35  0.1036
35 F 1.86 0.38 3.80  0.1388
36 F 0.63 -0.38 5.40  0.1102
37 H -4.04 2.02 5.96  0.0595
38 H -3.29 0.47 6.40  0.0638
39 H -4.69 0.50 5.33  0.0641
40 H -3.64 2.99 3.64  0.0956
41 H -2.18 3.05 1.70  0.1086
42 H 0.51 3.12 2.55  0.1063
43 H 1.52 5.29 2.11  0.0935
44 H 2.03 7.09 0.56  0.0570
45 H 1.26 7.09 -1.04  0.0635
46 H 2.86 6.38 -0.83  0.0633
47 H 0.81 4.74 -2.03  0.1034
48 H -1.81 -0.63 4.86  0.1016
49 C -2.53 -1.28 -2.52  -0.5046
50 C -1.82 -1.72 -3.80  -0.4758
51 S 0.00 -1.86 -3.71  0.9050
52 C 0.36 -3.42 -4.59  -0.5120
53 C -0.35 -4.71 -4.20  -0.5597
54 S 0.05 -5.46 -2.60  0.8389
55 C -0.66 -4.24 -1.46  -0.5711
56 C -2.17 -4.03 -1.63  -0.5379
57 S -2.67 -2.38 -1.06  0.8812
58 H -3.55 -1.04 -2.82  0.0684
59 H -2.09 -0.36 -2.13  0.0346
60 H -2.03 -0.95 -4.55  0.0768
61 H -2.22 -2.66 -4.17  0.0568
62 H 1.43 -3.53 -4.44  0.0697
63 H 0.19 -3.25 -5.66  0.0671
64 H -0.05 -5.48 -4.92  0.0618
65 H -1.43 -4.62 -4.30  0.0449
66 H -0.16 -3.30 -1.62  -0.0096
67 H -0.44 -4.59 -0.45  0.0730
68 H -2.73 -4.75 -1.03  0.0672
69 H -2.49 -4.16 -2.66  0.0413
70 O 3.38 -0.77 -2.79  -0.0658
71 C 3.52 -0.22 -1.49  -0.2040
72 C 3.44 -1.26 -0.39  -0.2833
73 C 4.06 -1.04 0.83  -0.0175
74 C 3.92 -1.97 1.84  -0.0694
75 C 3.17 -3.11 1.59  -0.0706
76 C 2.58 -3.24 0.35  -0.1395
77 N 2.71 -2.34 -0.63  0.0961
78 H 2.45 -1.03 -2.88  0.0245
79 H 2.76 0.55 -1.31  0.1227
80 H 4.49 0.27 -1.46  0.1213
81 H 4.62 -0.12 1.00  0.1139
82 H 4.35 -1.80 2.81  0.1049
83 H 2.99 -3.84 2.36  0.1029
84 H 1.97 -4.10 0.12  0.0988

HOMO energy   -0.5 eV
Multiplicity   1
Charge   -2

=====

Computed, not measured: a molecular structure, C34H16CoF15GeN3SSe3, with ωB97M-V/def2-TZVPD.

Last column: Löwdin charge in e.
Geometry (Å):
1 Co -0.94 0.37 -1.25  0.1945
2 Se -3.21 0.61 -2.84  0.7419
3 Se -3.94 -0.64 -1.01  0.7274
4 C -3.21 0.36 0.47  -0.6262
5 C -3.98 0.50 1.62  -0.0846
6 C -3.46 1.21 2.68  -0.0316
7 C -2.20 1.78 2.56  -0.0449
8 C -1.49 1.58 1.39  -0.1505
9 N -1.99 0.87 0.37  -0.0574
10 C -1.85 -0.52 -3.62  -0.6245
11 C -1.86 -0.79 -4.98  -0.0765
12 C -0.81 -1.53 -5.50  -0.0314
13 C 0.17 -2.01 -4.64  -0.0332
14 C 0.08 -1.71 -3.30  -0.0947
15 N -0.89 -0.94 -2.80  -0.0529
16 H -4.98 0.07 1.66  0.1098
17 H -4.04 1.33 3.59  0.1223
18 H -1.77 2.35 3.37  0.1189
19 H -0.50 1.99 1.26  0.0910
20 H -2.66 -0.43 -5.61  0.1124
21 H -0.76 -1.74 -6.56  0.1219
22 H 0.99 -2.62 -5.01  0.1160
23 H 0.81 -2.08 -2.58  0.1224
24 N 0.86 1.28 -1.50  0.0488
25 H 1.20 1.37 -2.45  0.0707
26 H 1.54 0.73 -0.99  -0.0063
27 H 0.91 2.21 -1.08  0.0643
28 F 3.22 -2.85 1.52  0.0701
29 C 4.30 -2.52 0.79  -0.2258
30 C 4.85 -1.27 0.95  -0.1306
31 C 5.99 -0.98 0.21  -0.2115
32 F 6.60 0.20 0.32  0.1134
33 C 6.53 -1.90 -0.67  -0.1339
34 F 7.62 -1.60 -1.38  0.1434
35 C 5.93 -3.14 -0.83  -0.1254
36 F 6.43 -4.02 -1.68  0.1529
37 C 4.80 -3.46 -0.09  -0.1380
38 F 4.23 -4.65 -0.23  0.1373
39 Ge 3.99 -0.10 2.26  0.8443
40 S 1.84 0.24 1.69  0.2386
41 C 4.61 -0.85 3.96  -0.1134
42 C 3.88 -1.55 4.90  -0.2100
43 F 2.58 -1.76 4.73  0.0645
44 C 4.46 -2.08 6.05  -0.1318
45 F 3.72 -2.74 6.93  0.1424
46 C 5.82 -1.92 6.25  -0.1211
47 F 6.39 -2.43 7.34  0.1585
48 C 6.59 -1.25 5.32  -0.1329
49 F 7.89 -1.10 5.51  0.1460
50 C 5.97 -0.74 4.19  -0.2267
51 F 6.74 -0.11 3.29  0.1039
52 C 4.64 1.73 2.05  -0.1590
53 C 4.61 2.29 0.78  -0.2407
54 F 4.07 1.58 -0.23  0.0625
55 C 5.10 3.54 0.50  -0.1353
56 F 5.06 4.04 -0.73  0.1373
57 C 5.65 4.29 1.54  -0.1206
58 F 6.12 5.50 1.29  0.1574
59 C 5.67 3.78 2.82  -0.1307
60 F 6.17 4.51 3.81  0.1461
61 C 5.15 2.52 3.06  -0.2106
62 F 5.16 2.08 4.33  0.1094
63 Se 0.41 -0.92 2.76  0.7085
64 C 0.25 0.07 4.40  -0.5835
65 C -0.72 -0.40 5.27  -0.1409
66 C -0.88 0.20 6.51  -0.0735
67 C -0.08 1.27 6.88  -0.0760
68 C 0.88 1.74 6.00  -0.0704
69 C 1.04 1.15 4.75  -0.1370
70 H -1.35 -1.24 4.99  0.1035
71 H -1.63 -0.19 7.19  0.1099
72 H -0.20 1.73 7.85  0.1078
73 H 1.50 2.58 6.28  0.1099
74 H 1.79 1.54 4.07  0.0642

HOMO energy   -9.9 eV
Multiplicity   1
Charge   +1

=====

What is the multiplicity in the second record? 3